The following is a quantum chemistry calculation of a cluster of 11 separate species, C17H39F3N2O13 in total, from the OMol25 dataset.

Each line ends with the Mulliken charge.
Geometry (Å):
1 C -2.45712 2.96739 -0.90159  -0.917
2 C -3.01506 1.53189 -0.90040  -0.706
3 N -2.66000 0.70865 0.26061  0.245
4 C -1.22842 0.50701 0.45790  -0.834
5 C -0.54627 -0.20163 -0.72174  -0.912
6 C 0.92916 -0.28241 -0.40809  -0.118
7 C 1.89285 0.58472 -0.94860  0.754
8 C 1.54078 1.68477 -1.92709  -0.677
9 C 2.35510 1.62644 -3.23552  -0.662
10 C 1.49039 1.22350 -4.40425  0.765
11 F 2.23936 0.82442 -5.46404  -0.280
12 F 0.72975 2.24919 -4.83424  -0.280
13 F 0.65645 0.20749 -4.11740  -0.240
14 C 3.23440 0.47140 -0.57031  -0.482
15 C 3.67390 -0.47666 0.33987  -1.210
16 C 2.71858 -1.31520 0.86972  -0.686
17 C 1.37971 -1.23032 0.51040  0.975
18 C 0.63911 -2.28691 1.27466  0.269
19 O -0.46258 -2.70857 1.06176  -0.581
20 N 1.53276 -2.80717 2.27873  -0.388
21 C 2.86648 -2.39995 1.87559  0.431
22 O 3.85754 -2.93565 2.27788  -0.649
23 C -3.27491 1.19158 1.45277  0.608
24 C -4.70212 0.76632 1.68619  -1.308
25 O -2.67773 1.88063 2.24936  -0.582
26 H -3.18571 3.69422 -0.54582  0.370
27 H -1.54556 3.06553 -0.31357  0.129
28 H -2.20500 3.25126 -1.92676  0.322
29 H -2.72043 1.01387 -1.81069  0.394
30 H -4.10671 1.58538 -0.91861  0.526
31 H -1.09722 -0.14180 1.32565  0.459
32 H -0.67628 1.42556 0.67417  0.620
33 H -0.71853 0.31701 -1.65969  0.666
34 H -0.95731 -1.20592 -0.81557  0.269
35 H 0.47638 1.70534 -2.13774  -0.006
36 H 1.74778 2.63706 -1.43564  0.480
37 H 2.70812 2.63295 -3.45775  0.095
38 H 3.22364 0.97501 -3.17569  0.535
39 H 3.96467 1.15043 -0.99483  0.619
40 H 4.71146 -0.56222 0.63298  0.528
41 H 1.30227 -2.43014 3.19324  0.393
42 H -4.82233 0.31551 2.66804  0.347
43 H -5.37213 1.62117 1.59256  0.378
44 H -4.98906 0.02325 0.94246  0.316
45 O 4.42980 0.42801 -7.53619  -0.639
46 H 3.86754 0.12151 -6.81877  0.373
47 H 4.31522 1.38256 -7.53590  0.303
48 O -0.39435 -4.40433 -1.71852  -0.622
49 H -0.13188 -5.31723 -1.57180  0.270
50 H -0.69639 -4.08965 -0.85774  0.353
51 O 1.69237 -5.58115 0.52764  -0.680
52 H 1.59121 -4.70702 0.91906  0.367
53 H 1.48665 -5.44256 -0.40047  0.299
54 O -6.43885 -0.15157 4.50287  -0.627
55 H -6.16596 -0.77286 5.18414  0.268
56 H -6.93066 0.51316 5.00436  0.341
57 O 0.88960 3.15388 1.03712  -0.573
58 H 1.33774 2.63418 1.71230  0.278
59 H 0.38418 3.81001 1.52894  0.279
60 O -8.02207 0.59687 6.90372  -0.656
61 H -8.49427 -0.21230 7.12514  0.327
62 H -7.55533 0.83904 7.71006  0.323
63 O 2.92019 4.94309 -3.84453  -0.606
64 H 2.82808 5.87242 -3.61293  0.289
65 H 2.77068 4.91540 -4.79526  0.305
66 O -7.97343 1.63996 2.37730  -0.630
67 H -7.69583 1.02270 3.06538  0.341
68 H -8.48122 2.30773 2.84830  0.305
69 O 5.90897 -4.42955 0.57646  -0.660
70 H 6.45445 -4.93831 1.18767  0.327
71 H 5.31641 -3.92566 1.14686  0.381
72 O 8.42321 -4.52779 1.95400  -0.623
73 H 8.46617 -3.90062 1.22425  0.322
74 H 9.28051 -4.47940 2.38622  0.290

---

The following is a quantum chemistry calculation of a cluster of 2 separate species, C2H3Cl2N2 in total in a non-equilibrium geometry, from the OMol25 dataset.

Results
- Relative energy (zero: lowest compared OMol25 entry of this formula, charge and spin): 115.5 kcal/mol
- Charge: +1

Each line ends with the Mulliken charge.
Geometry (Å):
1 C 0.55410 -0.31937 0.13820  0.178
2 C -0.58426 -0.00350 0.15408  -0.280
3 N 2.54028 -0.17858 0.33545  -0.009
4 N -1.92165 0.17132 0.03601  -0.272
5 Cl 2.98361 1.27372 -0.36663  0.121
6 Cl 3.20982 -1.57333 -0.46251  0.078
7 H -2.36652 -0.28804 -0.85943  0.415
8 H -1.98453 1.12418 0.14531  0.369
9 H -2.43084 -0.20641 0.87951  0.401

---

The following is a quantum chemistry calculation of a structure of composition C34H35O3PS5Y in a non-equilibrium geometry, from the OMol25 dataset.

Results
- Relative energy (zero: lowest compared OMol25 entry of this formula, charge and spin): 2.4 kcal/mol
- Charge: +1

Each line ends with the Mulliken charge.
Geometry (Å):
1 Y -0.70125 0.69771 1.01149  0.870
2 C -1.11798 2.62380 4.61795  -1.177
3 C 0.02013 1.62823 4.76684  0.261
4 S 1.10075 1.65135 3.31064  0.059
5 C 2.30193 0.39549 3.83229  -0.778
6 C 1.69796 -0.89132 4.39480  -1.049
7 S 0.57602 -1.61684 3.17762  0.310
8 C -0.78615 -2.26732 4.16361  -1.015
9 C -1.98637 -2.46177 3.24236  -0.737
10 S -2.70435 -0.95556 2.53868  0.131
11 C -3.27508 -0.11695 4.04154  -0.581
12 C -3.54969 1.35648 3.78631  -1.105
13 S -2.15989 2.32934 3.16918  0.385
14 H -0.73138 3.63709 4.50474  0.465
15 H -1.74015 2.61911 5.51380  0.466
16 H -0.38831 0.62543 4.89399  -0.560
17 H 0.62617 1.87424 5.64093  0.549
18 H 2.96710 0.84541 4.56992  0.494
19 H 2.90383 0.18206 2.94731  0.424
20 H 1.17731 -0.70680 5.33459  0.407
21 H 2.51335 -1.57976 4.61741  0.539
22 H -1.01592 -1.59087 4.98870  0.458
23 H -0.52939 -3.23264 4.60122  0.505
24 H -2.77827 -3.00160 3.76184  0.577
25 H -1.70357 -3.06092 2.37444  0.384
26 H -2.52965 -0.22603 4.82945  0.226
27 H -4.19132 -0.60379 4.37859  0.512
28 H -3.92973 1.82380 4.69539  0.503
29 H -4.32218 1.48083 3.02503  0.416
30 O -2.54909 1.80406 0.16310  -0.614
31 S -1.91344 3.14480 -0.04795  1.503
32 O -2.65963 4.25045 0.44774  -0.622
33 O -0.53469 2.97943 0.51502  -0.588
34 C -1.69441 3.34327 -1.79737  0.098
35 C -2.34694 4.41216 -2.38779  -0.513
36 C -2.20681 4.63738 -3.75060  -0.680
37 C -1.41639 3.79278 -4.50959  -0.819
38 C -0.76619 2.72279 -3.90836  -0.378
39 C -0.88416 2.48013 -2.54458  -0.749
40 P -0.04174 1.03306 -1.79220  1.200
41 C 1.71750 1.48857 -1.74939  0.519
42 C 2.15165 2.80215 -1.90095  -0.663
43 C 3.50027 3.10878 -1.77790  -0.721
44 C 4.42004 2.10798 -1.50399  -0.590
45 C 3.98956 0.79676 -1.34094  -0.835
46 C 2.64452 0.48610 -1.45292  -0.197
47 C -0.18498 -0.24126 -3.07766  0.917
48 C 0.78275 -0.42164 -4.06491  -0.187
49 C 0.60352 -1.38019 -5.05155  -0.873
50 C -0.54493 -2.16075 -5.06370  -0.573
51 C -1.50861 -1.98914 -4.08036  -0.628
52 C -1.32507 -1.03955 -3.08792  -0.645
53 H -2.95698 5.06358 -1.77786  0.591
54 H -2.71795 5.47178 -4.21101  0.412
55 H -1.30447 3.95930 -5.57259  0.439
56 H -0.16217 2.06292 -4.51753  0.453
57 H 1.44353 3.59206 -2.11524  0.417
58 H 3.82812 4.13254 -1.90003  0.445
59 H 5.47200 2.34691 -1.42006  0.414
60 H 4.70402 0.01177 -1.12891  0.473
61 H 2.31342 -0.53831 -1.31969  0.349
62 H 1.68404 0.17890 -4.06621  0.421
63 H 1.36201 -1.51333 -5.81172  0.445
64 H -0.68647 -2.90565 -5.83575  0.445
65 H -2.39949 -2.60305 -4.07711  0.448
66 H -2.07442 -0.92899 -2.31231  0.350
67 C 0.03077 -1.31314 0.22377  -1.254
68 C 0.41389 -2.37438 -0.24343  0.768
69 C 0.89895 -3.58086 -0.84609  -0.118
70 C 1.20088 -4.69730 -0.06245  -0.462
71 C 1.67762 -5.85388 -0.65517  -0.642
72 C 1.86040 -5.90745 -2.03053  -0.470
73 C 1.56839 -4.80011 -2.81433  -0.679
74 C 1.08955 -3.63971 -2.22917  0.093
75 H 1.06173 -4.64144 1.00986  0.452
76 H 1.90989 -6.71670 -0.04472  0.395
77 H 2.23221 -6.81346 -2.49066  0.401
78 H 1.71394 -4.83930 -3.88610  0.417
79 H 0.85992 -2.76896 -2.83085  0.698

---

The following is a quantum chemistry calculation of a structure of composition C25H71N9O11P4S2 in a non-equilibrium geometry, from the OMol25 dataset.

Each line ends with the Mulliken charge.
Geometry (Å):
1 C -6.30482 -4.88960 5.57779  -1.173
2 C -5.26125 -5.28811 4.51768  -0.081
3 O -5.84125 -5.87621 3.37892  -0.433
4 C -6.16651 -4.92317 2.38626  0.469
5 C -6.42885 -5.58417 1.02739  -0.813
6 O -6.20968 -4.65548 -0.02047  -0.315
7 C -5.02831 -4.89434 -0.75887  -0.704
8 C -4.24351 -3.57426 -0.88037  -0.533
9 O -4.04512 -3.09285 0.44810  -0.212
10 C -3.85289 -1.71492 0.46177  -0.091
11 O -5.17794 -1.13033 0.35203  -0.507
12 S -5.16455 0.47373 0.68944  0.750
13 O -5.49301 1.11315 -0.55283  -0.563
14 O -6.45630 0.86425 1.70752  -0.217
15 P -6.74440 -0.21241 2.90707  0.446
16 O -7.14859 -1.66343 2.34836  -0.274
17 O -5.41979 -0.38712 3.82652  -0.390
18 S -8.19926 0.45186 3.98860  -0.423
19 H -5.84813 -4.67285 6.54508  0.393
20 H -6.91858 -4.05084 5.23818  0.266
21 H -6.95219 -5.76278 5.70612  0.305
22 H -4.64943 -4.40432 4.27926  0.154
23 H -4.58171 -6.02371 4.95791  0.343
24 H -7.05206 -4.33819 2.67603  0.282
25 H -5.30476 -4.24717 2.26482  -0.186
26 H -5.88555 -6.52628 0.91086  0.391
27 H -7.49506 -5.84047 0.99204  0.303
28 H -5.26169 -5.26347 -1.76551  0.346
29 H -4.34849 -5.60365 -0.27502  0.362
30 H -4.74651 -2.85843 -1.53375  0.427
31 H -3.25718 -3.85715 -1.27797  0.303
32 H -3.41576 -1.46879 1.43041  0.417
33 H -3.20815 -1.46758 -0.38709  0.311
34 H -6.35348 -2.21708 2.23374  0.266
35 H -5.67232 -1.08539 4.45529  0.314
36 O -0.60957 -1.84066 0.94349  -0.920
37 P 0.56855 -1.01923 0.44564  0.976
38 N 1.83396 -1.99830 1.07074  0.205
39 C 3.11864 -1.51931 1.52885  -0.916
40 C 2.00804 -3.23944 0.32238  -1.141
41 N 0.23655 0.37625 1.47376  0.222
42 C 1.00036 0.63602 2.68956  -0.726
43 C -1.17328 0.49685 1.83801  -0.889
44 N 1.65964 -0.06487 -0.58231  0.067
45 C 2.14479 1.26961 -0.28363  -0.576
46 C 1.08932 -0.04769 -1.95763  -1.721
47 H 3.79105 -1.22705 0.70880  0.264
48 H 3.62899 -2.29798 2.10010  0.523
49 H 3.04179 -0.68199 2.21592  0.084
50 H 2.45086 -3.05465 -0.66908  0.327
51 H 1.05011 -3.74337 0.17636  0.270
52 H 2.65242 -3.93521 0.86116  0.365
53 H 1.07044 -0.24098 3.34448  0.373
54 H 0.54079 1.44784 3.25768  0.415
55 H 2.00380 1.01127 2.48196  -0.131
56 H -1.45862 -0.17408 2.65794  0.339
57 H -1.81550 0.27417 0.98729  -0.035
58 H -1.40123 1.51823 2.15239  0.476
59 H 1.35063 1.99215 -0.07832  0.285
60 H 2.71026 1.64005 -1.14323  0.426
61 H 2.86514 1.25687 0.53473  -0.124
62 H 0.16451 0.54058 -2.00427  0.734
63 H 0.85578 -1.06960 -2.28091  0.379
64 H 1.79750 0.36045 -2.67924  0.448
65 O 5.81184 0.25830 2.61639  -0.849
66 P 6.84424 1.09222 1.88551  0.989
67 N 8.25061 0.25628 2.42318  0.084
68 C 9.55041 0.84123 2.65783  -0.913
69 C 8.40996 -1.04241 1.77405  -1.123
70 N 6.55160 2.56072 2.81861  0.154
71 C 7.45195 2.97395 3.88851  -1.187
72 C 5.19290 2.64467 3.37012  -0.756
73 N 7.72612 1.99502 0.63401  0.005
74 C 8.15259 3.37813 0.73653  -0.929
75 C 6.98577 1.83748 -0.64429  -1.224
76 H 10.09148 1.08252 1.72990  0.310
77 H 10.17239 0.14316 3.22332  0.392
78 H 9.50916 1.73805 3.27032  0.216
79 H 8.70684 -0.93309 0.71929  0.334
80 H 7.47746 -1.60945 1.80593  0.273
81 H 9.16400 -1.64527 2.28154  0.371
82 H 7.66554 2.16788 4.60116  0.357
83 H 7.02107 3.81052 4.44247  0.406
84 H 8.39198 3.38045 3.51149  0.275
85 H 5.07000 2.04255 4.27686  0.313
86 H 4.44778 2.31412 2.64801  -0.066
87 H 4.95800 3.68156 3.62223  0.445
88 H 7.34310 4.07220 0.97788  0.306
89 H 8.57670 3.68903 -0.22183  0.407
90 H 8.96996 3.49161 1.44701  0.253
91 H 6.02414 2.36516 -0.61883  0.415
92 H 6.78313 0.77722 -0.83482  0.358
93 H 7.56449 2.20782 -1.49070  0.394
94 O -1.10727 3.37691 -3.01671  -0.814
95 P -2.04358 3.11934 -4.18056  0.821
96 N -2.25267 1.42714 -3.94465  0.615
97 C -2.46100 0.43936 -4.97738  -0.961
98 C -3.11417 1.12794 -2.80234  -1.670
99 N -0.84717 3.47748 -5.42850  0.136
100 C -0.17028 2.41304 -6.15803  -1.006
101 C 0.20202 4.40495 -4.98751  -1.068
102 N -3.37762 3.22816 -5.34841  0.037
103 C -3.23052 3.30686 -6.78950  -0.914
104 C -4.26820 4.33691 -4.91687  -1.145
105 H -3.47456 0.46684 -5.40591  0.315
106 H -2.31051 -0.56244 -4.56602  0.299
107 H -1.74510 0.51751 -5.79214  0.236
108 H -4.16418 1.36836 -3.01762  0.382
109 H -2.81517 1.70088 -1.92211  0.476
110 H -3.05399 0.07217 -2.52766  0.369
111 H 0.26003 1.64955 -5.49696  0.211
112 H 0.63596 2.82634 -6.76780  0.416
113 H -0.81785 1.93033 -6.89217  0.237
114 H 0.97395 3.91038 -4.38749  0.308
115 H -0.20847 5.21930 -4.39422  0.359
116 H 0.68957 4.85380 -5.85656  0.348
117 H -2.58135 4.12112 -7.12267  0.293
118 H -4.21482 3.46815 -7.23654  0.419
119 H -2.89184 2.36018 -7.20824  0.244
120 H -3.78128 5.31235 -5.03722  0.374
121 H -4.53130 4.21967 -3.85957  0.347
122 H -5.20248 4.34148 -5.47827  0.389

---

The following is a quantum chemistry calculation of an isolated molecule of C3H4O3 in a non-equilibrium geometry, from the OMol25 dataset.

Results
- Relative energy (zero: lowest compared OMol25 entry of this formula, charge and spin): 28.2 kcal/mol

Each line ends with the Mulliken charge.
Geometry (Å):
1 C 0.02287 -0.76186 0.44094  0.626
2 C 0.71565 0.98045 -0.98582  -0.275
3 C -0.54661 1.38937 -0.23324  -0.279
4 H 1.69926 1.38149 -0.46401  0.251
5 H 0.58968 1.21853 -2.02709  0.286
6 H -0.34004 2.39195 0.28952  0.247
7 H -1.48023 1.39580 -0.90421  0.263
8 O -0.09029 -1.73899 1.06531  -0.452
9 O 0.73854 -0.56238 -0.70934  -0.345
10 O -0.85076 0.29693 0.61583  -0.322

---

The following is a quantum chemistry calculation of a structure of composition C22H21ClI2InN3OS4, from the OMol25 dataset.

Each line ends with the Mulliken charge.
Geometry (Å):
1 In 0.07186 0.77425 -0.82166  0.897
2 C 5.15713 -1.07687 -0.96788  -1.575
3 C 3.69081 -0.75970 -1.28467  0.807
4 C 3.02452 -1.94446 -1.97822  -1.575
5 C 2.97922 -0.31658 -0.02094  0.091
6 C 3.29273 0.92276 0.54287  -0.283
7 C 2.75308 1.32299 1.75217  -0.833
8 C 1.83661 0.52330 2.43219  1.212
9 C 1.19098 0.99978 3.70671  -1.515
10 C 1.51266 -0.70857 1.87455  -0.584
11 C 2.08660 -1.13266 0.67492  -0.201
12 H 5.68834 -1.36876 -1.87642  0.425
13 H 5.22031 -1.90371 -0.25481  0.374
14 H 5.66943 -0.21669 -0.53375  0.371
15 H 3.66946 0.08700 -1.97507  0.168
16 H 3.14281 -2.86240 -1.39523  0.365
17 H 3.48978 -2.11179 -2.95101  0.426
18 H 1.95818 -1.77703 -2.13696  0.168
19 H 3.98031 1.57932 0.02350  0.505
20 H 3.01598 2.29235 2.15870  0.317
21 H 0.29554 1.58900 3.48742  0.174
22 H 1.86683 1.63866 4.27465  0.445
23 H 0.89200 0.16254 4.33800  0.396
24 H 0.82308 -1.36638 2.39504  0.321
25 H 1.84858 -2.11924 0.29722  0.161
26 Cl -4.85927 -3.67384 1.66256  -0.273
27 C -3.49678 -2.95789 0.85306  0.511
28 C -2.78691 -3.68872 -0.05436  -0.332
29 C -1.69426 -3.12753 -0.74139  -0.302
30 I -0.63725 -4.27235 -2.11962  0.044
31 C -1.28965 -1.81984 -0.53703  0.663
32 O -0.30374 -1.25583 -1.18697  -0.497
33 C -2.01441 -1.08517 0.46309  0.020
34 N -1.57553 0.17966 0.70780  0.247
35 C -2.20551 0.94552 1.56822  -0.368
36 C -3.34181 0.49691 2.26132  -1.204
37 C -3.79452 -0.77504 2.04956  -0.974
38 C -3.12789 -1.62387 1.13845  -0.001
39 H -3.07322 -4.71193 -0.25405  0.439
40 H -1.81508 1.94769 1.70596  0.500
41 H -3.84295 1.16174 2.95091  0.495
42 H -4.66975 -1.14470 2.56765  0.434
43 S 0.23823 3.01464 0.35809  -0.185
44 S 0.74953 4.17297 -1.26691  -0.170
45 S 2.23834 3.10069 -2.18347  -0.040
46 S 1.22382 1.46978 -2.91808  -0.155
47 I -6.16463 2.34063 -1.76347  0.116
48 C -4.11784 2.29339 -1.97954  -0.904
49 C -3.29462 3.30990 -2.41357  -0.134
50 N -2.04517 2.82570 -2.37298  0.089
51 N -1.99764 1.56764 -1.93116  0.007
52 C -3.25854 1.22620 -1.68565  -0.319
53 H -3.51611 4.31263 -2.74040  0.476
54 H -1.17232 3.30440 -2.56880  0.132
55 H -3.51137 0.23948 -1.33052  0.627

---

Results for frontier orbital gap: 0.307 0.311 0.302 0.293 0.434 0.272 (in Eh, following the order of the records).
Results for DFT total energy: -2058.45450 -1107.34113 -3912.85510 -4477.16011 -342.41098 -3929.04488 (in a.u., following the order of the records).